No. 1
A molecular structure, C29H33N4O2Tl, computed with ωB97M-V with the def2-TZVPD basis set.

The geometry in ORCA input format:
```
! RIJCOSX wB97M-V def2-TZVPD def2/J DEFGRID3
* xyz 2 1
Tl -1.880 -0.384 -0.430
C 0.880 6.430 0.125
C 0.465 5.048 -0.318
C 1.165 4.323 -1.249
C 0.748 3.044 -1.676
C 1.540 2.353 -2.619
N 1.219 1.208 -3.138
C 2.052 0.417 -4.045
C 2.087 -1.072 -3.645
C 1.923 -1.363 -2.159
N 3.058 -0.837 -1.380
C 3.273 -0.943 -0.098
C 2.436 -1.380 0.959
C 3.151 -1.923 2.062
C 2.533 -2.488 3.145
C 3.290 -3.117 4.293
C 1.136 -2.422 3.146
C 0.376 -1.834 2.146
C -1.046 -1.739 2.433
N -1.963 -1.193 1.738
C -3.318 -1.112 2.301
C -3.681 0.334 2.629
C -3.954 1.223 1.420
N -2.754 1.472 0.595
C -2.280 2.658 0.566
C -1.111 3.158 -0.139
C -0.671 4.428 0.216
C -0.425 2.434 -1.150
O -0.821 1.292 -1.598
C 1.005 -1.271 0.991
O 0.371 -0.656 0.065
H 1.748 6.779 -0.432
H 1.135 6.445 1.187
H 0.074 7.148 -0.028
H 2.066 4.747 -1.687
H 2.489 2.785 -2.926
H 0.298 0.877 -2.844
H 3.046 0.860 -4.066
H 1.650 0.503 -5.051
H 3.016 -1.511 -4.015
H 1.286 -1.600 -4.162
H 1.887 -2.441 -2.000
H 1.006 -0.958 -1.750
H 3.857 -0.537 -1.920
H 4.296 -0.707 0.182
H 4.237 -1.911 2.028
H 4.364 -3.075 4.125
H 3.013 -4.165 4.416
H 3.078 -2.608 5.236
H 0.609 -2.824 4.009
H -1.341 -2.173 3.393
H -3.397 -1.726 3.199
H -4.020 -1.515 1.566
H -2.884 0.777 3.234
H -4.584 0.329 3.244
H -4.361 2.172 1.766
H -4.711 0.760 0.783
H -2.796 3.409 1.172
H -1.245 4.971 0.964
C -2.603 -3.932 -0.726
C -3.349 -2.835 -0.969
C -2.567 -1.926 -1.846
C -1.313 -2.662 -2.135
C -1.339 -3.826 -1.453
H -2.896 -4.783 -0.122
H -4.359 -2.638 -0.630
H -3.074 -1.393 -2.646
H -0.550 -2.314 -2.820
H -0.570 -4.589 -1.460
*
```

The molecule's Mulliken atomic charges, reported in e, are given here: 1.569 -1.611 -0.064 -0.545 0.261 0.028 0.081 -0.892 -1.041 0.355 0.077 -0.569 0.516 -0.734 -0.285 -1.584 -0.575 0.813 -0.287 -0.104 -0.863 -0.511 -1.165 -0.247 0.176 0.607 -0.724 0.786 -1.290 0.184 -0.240 0.379 0.354 0.376 0.373 0.439 0.229 0.463 0.352 0.438 0.401 0.490 -0.683 0.358 0.475 0.358 0.378 0.351 0.368 0.505 0.372 0.633 0.135 0.266 0.439 0.599 0.315 0.376 0.470 -0.505 -1.008 -0.341 -0.701 -0.571 0.498 0.658 0.681 0.658 0.498

***

No. 2
2 unconnected molecules or ions with the total composition C29H34BF3O2 in a non-equilibrium geometry, computed with ωB97M-V with the def2-TZVPD basis set.

The geometry in ORCA input format:
```
! RIJCOSX wB97M-V def2-TZVPD def2/J DEFGRID3
* xyz 0 1
C -4.767 -0.746 -0.722
C -3.900 -1.000 -1.931
C -4.745 -1.381 -3.130
C -3.162 0.321 -2.327
O -1.962 0.520 -1.567
B -1.299 -0.719 -1.772
C 0.136 -0.696 -2.295
C 0.506 0.401 -3.070
C 1.336 0.193 -4.145
C 1.872 -1.071 -4.363
C 2.662 -1.292 -5.618
F 3.058 -2.593 -5.798
F 1.932 -0.968 -6.717
F 3.789 -0.536 -5.645
C 1.639 -2.118 -3.496
C 0.796 -1.926 -2.430
O -1.756 -1.765 -0.911
C -2.918 -2.172 -1.642
H -4.160 -0.479 0.150
H -5.465 0.065 -0.939
H -5.332 -1.650 -0.497
H -4.110 -1.552 -4.022
H -5.303 -2.300 -2.915
H -5.454 -0.572 -3.363
H -2.876 0.340 -3.401
H -3.815 1.186 -2.132
H 0.146 1.401 -2.866
H 1.575 1.010 -4.815
H 2.106 -3.069 -3.658
H 0.648 -2.742 -1.732
H -3.451 -2.929 -1.058
H -2.548 -2.644 -2.575
C -1.695 0.163 1.558
C -0.071 0.177 1.877
C 0.500 1.175 0.746
C 1.849 0.976 0.384
C 2.621 2.045 -0.031
C 2.022 3.279 -0.336
C 0.632 3.409 -0.206
C -0.147 2.334 0.264
C 0.512 0.247 3.461
C -0.158 -1.028 3.931
C -0.132 1.550 3.911
C 2.028 0.263 3.774
C 2.698 1.480 3.946
C 4.041 1.512 4.342
C 4.735 0.313 4.590
C 4.061 -0.915 4.390
C 2.713 -0.934 4.004
H -2.122 -0.878 1.453
H -2.015 0.526 2.565
H -2.267 0.788 0.799
H 0.115 -0.825 1.176
H 2.310 -0.018 0.599
H 3.704 1.907 -0.195
H 2.610 4.086 -0.780
H 0.121 4.335 -0.554
H -1.245 2.455 0.278
H 0.066 -1.774 3.146
H 0.180 -1.427 4.902
H -1.230 -0.893 3.966
H 0.011 2.229 3.054
H -1.211 1.424 4.066
H 0.267 2.038 4.821
H 2.178 2.418 3.746
H 4.548 2.457 4.465
H 5.791 0.329 4.872
H 4.600 -1.854 4.547
H 2.201 -1.886 3.867
*
```

Calculated values
SMILES = CC1(C)COB(c2ccc(C(F)(F)F)cc2)OC1.C[C@@H](c1ccccc1)C(C)(C)c1ccccc1

The molecule's Mulliken atomic charges, reported in e, are given here: -1.665 2.437 -2.104 -1.436 -0.114 1.124 0.841 -0.649 -0.982 0.351 0.723 -0.293 -0.255 -0.254 -0.620 -1.036 -0.465 -1.400 0.241 0.422 0.455 0.424 0.418 0.395 0.345 0.403 0.550 0.391 0.512 0.487 0.421 0.343 -1.044 -0.203 0.910 -0.500 -0.846 -0.506 -0.601 -0.407 2.618 -2.085 -1.968 -0.117 -0.065 -0.845 -0.479 -0.756 -0.400 0.127 0.547 0.035 0.244 0.362 0.426 0.395 0.333 0.208 0.510 0.437 0.428 0.491 0.449 0.422 0.359 0.401 0.370 0.379 0.358

***

No. 3
A molecular structure, C29H34BN6O6PPtSe in a non-equilibrium geometry, computed with ωB97M-V with the def2-TZVPD basis set.

The geometry in ORCA input format:
```
! RIJCOSX wB97M-V def2-TZVPD def2/J DEFGRID3
* xyz 0 1
Pt -0.777 -0.168 -0.168
C -0.349 -2.027 3.500
C -0.694 -0.574 3.487
C -0.651 0.348 4.546
C -1.021 1.553 3.989
C -1.168 2.892 4.633
N -1.267 1.331 2.678
N -1.092 0.020 2.376
B -1.621 2.315 1.565
N -2.793 1.774 0.707
N -2.607 0.741 -0.146
C -3.760 0.474 -0.747
C -3.928 -0.528 -1.838
C -4.729 1.352 -0.251
C -4.077 2.162 0.661
C -4.616 3.278 1.490
N -0.411 2.557 0.578
N -0.196 1.760 -0.530
C 0.845 2.295 -1.188
C 1.299 1.761 -2.503
C 1.286 3.429 -0.533
C 0.475 3.553 0.585
C 0.544 4.569 1.671
H -0.084 -2.348 4.507
H -1.179 -2.645 3.156
H 0.518 -2.209 2.859
H -0.384 0.166 5.574
H -0.905 2.817 5.688
H -0.521 3.640 4.178
H -2.192 3.261 4.565
H -1.946 3.355 2.060
H -3.365 -1.437 -1.645
H -4.984 -0.778 -1.934
H -3.601 -0.104 -2.792
H -5.765 1.395 -0.542
H -5.669 3.423 1.258
H -4.526 3.062 2.555
H -4.087 4.212 1.298
H 0.966 0.735 -2.640
H 0.887 2.366 -3.313
H 2.384 1.783 -2.576
H 2.091 4.084 -0.824
H 1.145 5.418 1.350
H -0.444 4.925 1.957
H 1.018 4.134 2.553
O -2.007 -3.961 0.853
C -1.347 -3.108 0.311
O -1.792 -1.955 -0.102
C 0.134 -3.338 -0.009
P 0.727 -1.830 -0.823
C 0.508 -2.110 -2.628
C -0.403 -1.332 -3.337
C -0.598 -1.538 -4.695
C 0.116 -2.520 -5.364
C 1.018 -3.313 -4.666
C 1.208 -3.111 -3.308
C 2.576 -2.139 -0.829
C 3.478 -1.052 -1.288
C 4.933 -1.302 -1.089
C 5.409 -2.523 -0.795
C 4.479 -3.575 -0.560
C 3.121 -3.397 -0.541
H 0.242 -4.220 -0.640
H 0.660 -3.505 0.933
H -0.961 -0.570 -2.805
H -1.314 -0.925 -5.228
H -0.032 -2.672 -6.425
H 1.568 -4.093 -5.176
H 1.906 -3.752 -2.784
H 3.366 -1.027 -2.395
H 5.579 -0.444 -1.230
H 6.468 -2.709 -0.693
H 4.870 -4.562 -0.340
H 2.479 -4.222 -0.273
O 4.591 0.779 1.283
Se 3.125 0.196 1.011
O 1.808 0.959 1.432
O 3.057 0.191 -0.822
O 2.977 -1.442 1.166
*
```

The molecule's Mulliken atomic charges, reported in e, are given here: 1.661 -1.000 0.552 -1.484 0.881 -1.246 1.413 -0.195 -1.354 0.559 -0.653 0.752 -1.286 -1.359 0.847 -1.398 1.314 -0.531 0.298 -1.264 -1.538 1.247 -1.594 0.402 0.247 -0.063 0.443 0.380 0.141 0.210 -0.196 0.168 0.432 0.192 0.492 0.375 0.263 0.249 0.273 0.350 0.311 0.463 0.449 0.318 0.187 -0.702 -0.168 -0.483 -0.752 2.262 0.624 -0.249 -0.957 -0.677 -0.815 -0.614 -0.221 0.379 -0.783 -0.908 -0.409 -0.671 0.618 0.466 0.246 0.459 0.388 0.443 0.332 0.493 0.522 0.458 0.453 0.477 -0.749 1.066 -0.365 -0.333 -0.537

***

Relative energy (zero: lowest compared OMol25 entry of this formula, charge and spin) (computed, kJ/mol): 57.4, 441.1, 235.8
E (computed, hartree): -1666.3228, -1600.3469, -4792.3747
HOMO-LUMO gap (computed, eV): 7.6294, 8.1581, 5.5006